(1)
C45H72IN4O14PS2 | ωB97M-V with the def2-TZVPD basis set

Last columns: bonded neighbours and bond lengths (Å).
Element x y z (Å)
1 C -4.809 -4.618 -3.301  C2 1.622, H38 1.143, H39 1.144, H40 1.159
2 C -4.734 -3.011 -3.099  C1 1.622, O3 1.253, O4 1.420
3 O -4.912 -2.587 -1.933  C2 1.253
4 O -4.523 -2.221 -4.260  C2 1.420, C5 1.455
5 C -3.670 -1.071 -4.004  O4 1.455, C6 1.611, H41 1.151, H42 1.141
6 C -2.450 -1.022 -5.056  C5 1.611, C7 1.630, H43 1.155, H44 1.158
7 C -1.386 0.171 -4.738  C6 1.630, C8 1.611, H45 1.157, H46 1.143
8 C -1.729 1.366 -5.762  C7 1.611, C9 1.607, H47 1.147, H48 1.159
9 C -0.854 2.697 -5.543  C8 1.607, C10 1.634, H49 1.159, H50 1.151
10 C -1.189 3.469 -4.143  C9 1.634, C11 1.610, H51 1.157, H52 1.156
11 C -2.584 4.271 -4.204  C10 1.610, C12 1.639, H53 1.156, H54 1.147
12 C -3.124 4.742 -2.729  C11 1.639, C13 1.597, H55 1.141, H56 1.152
13 C -1.829 4.897 -1.808  C12 1.597, C14 1.555, C37 1.586
14 C -1.519 3.845 -0.705  C13 1.555, P15 1.894, C18 1.570
15 P -2.716 2.405 -0.422  C14 1.894, O16 1.715, O17 1.718
16 O -4.199 2.928 0.261  P15 1.715, H57 0.986
17 O -3.044 1.562 -1.882  P15 1.718, H58 0.989
18 C -0.208 4.018 0.141  C14 1.570, C19 1.623, C30 1.547
19 C 0.267 2.973 1.288  C18 1.623, C20 1.609, H59 1.159, H60 1.142
20 C 0.318 1.475 0.703  C19 1.609, C21 1.607, H61 1.157, H62 1.156
21 C 1.452 0.536 1.345  C20 1.607, S22 1.880, H63 1.148, H64 1.156
22 S 2.059 -0.687 0.052  C21 1.880, C23 1.839
23 C 0.709 -1.842 -0.424  S22 1.839, S24 1.671, N25 1.495
24 S -0.533 -2.372 0.560  C23 1.671
25 N 0.762 -2.367 -1.823  C23 1.495, C26 1.446, C29 1.464
26 C 2.022 -2.689 -2.453  N25 1.446, C27 1.567, H65 1.136
27 C 1.634 -3.147 -3.901  C26 1.567, N28 1.465, H66 1.140
28 N 0.173 -3.107 -4.000  C27 1.465, C29 1.451
29 C -0.353 -2.631 -2.734  N25 1.464, N28 1.451, H67 1.146
30 C 0.685 5.250 -0.134  C18 1.547, C31 1.585, H68 1.150
31 C 0.367 6.356 -1.224  C30 1.585, N32 1.438, C37 1.546
32 N 1.290 7.455 -1.318  C31 1.438, C33 1.424
33 C 0.874 8.317 -2.373  N32 1.424, C34 1.555, H69 1.153
34 C -0.387 8.142 -3.264  C33 1.555, I35 2.189, N36 1.423
35 I -0.833 9.616 -4.820  C34 2.189
36 N -1.307 7.067 -3.117  C34 1.423, C37 1.437
37 C -0.901 6.153 -2.084  C13 1.586, C31 1.546, N36 1.437
38 H -4.657 -4.936 -4.389  C1 1.143
39 H -4.157 -5.183 -2.550  C1 1.144
40 H -5.901 -4.907 -3.040  C1 1.159
41 H -4.308 -0.134 -4.199  C5 1.151
42 H -3.209 -1.034 -2.961  C5 1.141
43 H -1.939 -2.058 -5.078  C6 1.155
44 H -2.844 -0.843 -6.130  C6 1.158
45 H -0.352 -0.285 -4.988  C7 1.157
46 H -1.385 0.483 -3.639  C7 1.143
47 H -2.858 1.565 -5.779  C8 1.147
48 H -1.464 0.969 -6.818  C8 1.159
49 H 0.258 2.385 -5.445  C9 1.159
50 H -0.924 3.412 -6.442  C9 1.151
51 H -0.276 4.156 -3.960  C10 1.157
52 H -1.156 2.685 -3.294  C10 1.156
53 H -2.367 5.260 -4.763  C11 1.156
54 H -3.419 3.712 -4.758  C11 1.147
55 H -3.920 4.034 -2.320  C12 1.141
56 H -3.588 5.792 -2.820  C12 1.152
57 H -4.753 3.356 -0.434  O16 0.986
58 H -2.643 0.666 -1.759  O17 0.989
59 H 1.352 3.291 1.541  C19 1.159
60 H -0.330 3.091 2.254  C19 1.142
61 H -0.706 0.998 0.953  C20 1.157
62 H 0.448 1.556 -0.443  C20 1.156
63 H 2.348 1.103 1.785  C21 1.148
64 H 0.944 -0.096 2.168  C21 1.156
65 H 3.051 -2.616 -1.978  C26 1.136
66 H 2.360 -3.455 -4.725  C27 1.140
67 H -1.471 -2.503 -2.520  C29 1.146
68 H 1.631 5.348 0.513  C30 1.150
69 H 1.525 9.249 -2.565  C33 1.153
70 C 3.911 2.686 6.719  C71 1.515, H76 1.092, H77 1.092, H78 1.093
71 C 4.014 1.179 6.838  C70 1.515, O72 1.437, H79 1.092, H80 1.093
72 O 3.368 0.530 5.730  C71 1.437, C73 1.344
73 C 3.954 0.290 4.544  O72 1.344, C74 1.502, O75 1.213
74 C 5.253 0.970 4.221  C73 1.502, H81 1.093, H82 1.091, H83 1.087
75 O 3.395 -0.407 3.723  C73 1.213
76 H 4.418 3.054 5.824  C70 1.092
77 H 4.354 3.172 7.591  C70 1.092
78 H 2.865 2.991 6.638  C70 1.093
79 H 5.045 0.834 6.948  C71 1.092
80 H 3.483 0.854 7.736  C71 1.093
81 H 5.048 1.893 3.673  C74 1.093
82 H 5.845 0.303 3.592  C74 1.091
83 H 5.865 1.190 5.092  C74 1.087
84 C -7.178 -2.229 -5.660  C85 1.515, H90 1.092, H91 1.090, H92 1.093
85 C -6.310 -2.116 -6.896  C84 1.515, O86 1.436, H93 1.093, H94 1.093
86 O -6.979 -2.657 -8.047  C85 1.436, C87 1.346
87 C -7.841 -1.967 -8.816  O86 1.346, C88 1.503, O89 1.211
88 C -8.374 -0.653 -8.318  C87 1.503, H95 1.093, H96 1.092, H97 1.088
89 O -8.236 -2.440 -9.858  C87 1.211
90 H -8.100 -1.653 -5.762  C84 1.092
91 H -6.642 -1.869 -4.782  C84 1.090
92 H -7.471 -3.269 -5.493  C84 1.093
93 H -5.972 -1.094 -7.083  C85 1.093
94 H -5.408 -2.718 -6.757  C85 1.093
95 H -9.324 -0.823 -7.806  C88 1.093
96 H -8.540 0.000 -9.177  C88 1.092
97 H -7.692 -0.123 -7.657  C88 1.088
98 C 0.321 -1.799 7.978  C99 1.515, H104 1.092, H105 1.092, H106 1.093
99 C 1.555 -1.536 8.817  C98 1.515, O100 1.437, H107 1.092, H108 1.093
100 O 1.561 -0.189 9.317  C99 1.437, C101 1.346
101 C 0.941 0.206 10.444  O100 1.346, C102 1.502, O103 1.211
102 C -0.056 -0.714 11.091  C101 1.502, H109 1.093, H110 1.092, H111 1.087
103 O 1.130 1.320 10.882  C101 1.211
104 H -0.594 -1.699 8.567  C98 1.092
105 H 0.350 -2.805 7.555  C98 1.092
106 H 0.253 -1.075 7.163  C98 1.093
107 H 1.675 -2.257 9.629  C99 1.092
108 H 2.443 -1.632 8.186  C99 1.093
109 H -1.057 -0.470 10.727  C102 1.093
110 H -0.018 -0.560 12.171  C102 1.092
111 H 0.147 -1.770 10.925  C102 1.087
112 C -1.708 -5.537 1.867  C113 1.515, H118 1.092, H119 1.092, H120 1.093
113 C -0.282 -5.741 2.336  C112 1.515, O114 1.436, H121 1.093, H122 1.093
114 O -0.243 -6.102 3.725  C113 1.436, C115 1.345
115 C -0.377 -7.358 4.187  O114 1.345, C116 1.503, O117 1.211
116 C -0.876 -8.428 3.257  C115 1.503, H123 1.093, H124 1.092, H125 1.088
117 O -0.169 -7.601 5.355  C115 1.211
118 H -2.294 -6.456 1.950  C112 1.092
119 H -1.728 -5.208 0.826  C112 1.092
120 H -2.209 -4.786 2.484  C112 1.093
121 H 0.263 -6.466 1.726  C113 1.093
122 H 0.262 -4.796 2.250  C113 1.093
123 H -1.960 -8.518 3.364  C116 1.093
124 H -0.407 -9.374 3.535  C116 1.092
125 H -0.625 -8.257 2.213  C116 1.088
126 C 9.792 2.353 0.715  C127 1.515, H132 1.092, H133 1.092, H134 1.093
127 C 10.472 1.629 1.860  C126 1.515, O128 1.436, H135 1.092, H136 1.093
128 O 9.515 1.219 2.850  C127 1.436, C129 1.345
129 C 8.807 0.077 2.793  O128 1.345, C130 1.502, O131 1.212
130 C 8.776 -0.700 1.507  C129 1.502, H137 1.093, H138 1.092, H139 1.087
131 O 8.145 -0.274 3.745  C129 1.212
132 H 9.085 1.705 0.192  C126 1.092
133 H 10.530 2.711 -0.006  C126 1.092
134 H 9.221 3.207 1.090  C126 1.093
135 H 11.076 0.783 1.524  C127 1.092
136 H 11.156 2.316 2.362  C127 1.093
137 H 7.900 -0.398 0.928  C130 1.093
138 H 8.699 -1.762 1.748  C130 1.092
139 H 9.672 -0.587 0.902  C130 1.087

## Properties
Structure (SMILES) ... CC(=O)OCCCCCCCCc1c(P(O)O)c(CCCSC(=S)n2ccnc2)cc2ncc(I)nc12.CCOC(C)=O.CCOC(C)=O.CCOC(C)=O.CCOC(C)=O.CCOC(C)=O
Gap between HOMO and LUMO ... 0.2661 hartree
LUMO energy ... -1.37 eV
Highest occupied orbital energy ... -8.6114 eV

(2)
C45H73F12N4O10S2 | ωB97M-V with the def2-TZVPD basis set

Last columns: bonded neighbours and bond lengths (Å).
Element x y z (Å)
1 C -6.278 0.905 -4.962  C2 1.560, H52 1.116, H53 1.112, H54 1.117
2 C -5.416 -0.394 -5.023  C1 1.560, C3 1.452, C51 1.450
3 C -6.074 -1.640 -4.675  C2 1.452, C4 1.447, H55 1.106
4 C -5.281 -2.846 -4.771  C3 1.447, C5 1.429, H56 1.113
5 C -3.908 -2.804 -5.162  C4 1.429, C6 1.468, H57 1.118
6 C -3.186 -1.568 -5.487  C5 1.468, C7 1.529, C51 1.444
7 C -1.731 -1.700 -5.939  C6 1.529, N8 1.526, H58 1.125, H59 1.124
8 N -0.582 -1.449 -4.966  C7 1.526, C9 1.510, C15 1.485, C47 1.535
9 C 0.476 -2.405 -5.462  N8 1.510, C10 1.563, H60 1.125, H61 1.110
10 C 0.351 -3.914 -5.074  C9 1.563, C11 1.564, H62 1.113, H63 1.115
11 C 1.422 -4.788 -5.806  C10 1.564, F12 1.362, F13 1.362, F14 1.367
12 F 0.840 -5.574 -6.754  C11 1.362
13 F 2.048 -5.588 -4.898  C11 1.362
14 F 2.395 -4.059 -6.430  C11 1.367
15 C -0.915 -1.464 -3.519  N8 1.485, C16 1.569, C20 1.585, H64 1.126
16 C -1.601 -2.713 -2.861  C15 1.569, C17 1.602, H65 1.125, H66 1.115
17 C -2.935 -2.309 -2.073  C16 1.602, C18 1.572, H67 1.124, H68 1.116
18 C -2.717 -2.181 -0.522  C17 1.572, O19 1.432, H69 1.118, H70 1.121
19 O -3.889 -1.580 0.040  C18 1.432, H71 0.972
20 C 0.226 -0.978 -2.531  C15 1.585, C21 1.571, N29 1.472, H72 1.125
21 C 1.378 -2.003 -2.234  C20 1.571, C22 1.600, H73 1.118, H74 1.122
22 C 2.632 -1.345 -1.489  C21 1.600, C23 1.594, H75 1.117, H76 1.122
23 C 3.216 -2.304 -0.357  C22 1.594, C24 1.578, H77 1.122, H78 1.113
24 C 4.534 -3.008 -0.864  C23 1.578, S25 1.845, H79 1.112, H80 1.121
25 S 5.288 -3.839 0.601  C24 1.845, O26 1.444, O27 1.443, O28 1.653
26 O 6.647 -4.216 0.292  S25 1.444
27 O 4.400 -4.923 0.947  S25 1.443
28 O 5.342 -2.748 1.842  S25 1.653, H81 0.980
29 N 0.649 0.379 -2.910  C20 1.472, C30 1.470, H82 1.019
30 C 1.183 0.335 -4.280  N29 1.470, S31 1.857, C47 1.569, H83 1.132
31 S 2.131 1.857 -4.765  C30 1.857, O32 1.448, O33 1.462, C34 1.889
32 O 1.896 2.278 -6.130  S31 1.448
33 O 3.571 1.633 -4.637  S31 1.462
34 C 1.807 3.290 -3.577  S31 1.889, F35 1.371, F36 1.362, C37 1.580
35 F 1.914 4.404 -4.368  C34 1.371
36 F 0.543 3.303 -3.071  C34 1.362
37 C 2.932 3.443 -2.480  C34 1.580, F38 1.365, F39 1.380, C40 1.596
38 F 4.060 3.998 -3.013  C37 1.365
39 F 3.220 2.248 -1.853  C37 1.380
40 C 2.506 4.435 -1.304  C37 1.596, F41 1.362, F42 1.371, C43 1.573
41 F 1.926 5.554 -1.819  C40 1.362
42 F 1.652 3.733 -0.493  C40 1.371
43 C 3.715 4.902 -0.412  C40 1.573, F44 1.346, F45 1.352, F46 1.374
44 F 4.469 5.869 -0.968  C43 1.346
45 F 4.536 3.900 -0.021  C43 1.352
46 F 3.176 5.432 0.735  C43 1.374
47 C 0.029 -0.073 -5.262  N8 1.535, C30 1.569, C48 1.555, H84 1.124
48 C -0.985 1.102 -5.354  C47 1.555, O49 1.434, H85 1.127, H86 1.122
49 O -1.512 1.392 -6.655  C48 1.434, O50 1.375
50 O -0.517 1.651 -7.569  O49 1.375, H87 0.975
51 C -4.022 -0.392 -5.422  C2 1.450, C6 1.444, H88 1.107
52 H -6.725 0.952 -3.940  C1 1.116
53 H -5.591 1.766 -5.119  C1 1.112
54 H -7.126 0.872 -5.688  C1 1.117
55 H -7.137 -1.726 -4.384  C3 1.106
56 H -5.753 -3.829 -4.548  C4 1.113
57 H -3.370 -3.783 -5.218  C5 1.118
58 H -1.589 -1.073 -6.861  C7 1.125
59 H -1.687 -2.731 -6.383  C7 1.124
60 H 0.425 -2.362 -6.585  C9 1.125
61 H 1.530 -2.135 -5.241  C9 1.110
62 H 0.510 -4.021 -3.978  C10 1.113
63 H -0.647 -4.345 -5.323  C10 1.115
64 H -1.694 -0.665 -3.374  C15 1.126
65 H -0.989 -3.218 -2.064  C16 1.125
66 H -1.866 -3.539 -3.563  C16 1.115
67 H -3.612 -3.194 -2.216  C17 1.124
68 H -3.471 -1.447 -2.537  C17 1.116
69 H -1.773 -1.666 -0.217  C18 1.118
70 H -2.664 -3.222 -0.113  C18 1.121
71 H -3.837 -0.621 -0.112  O19 0.972
72 H -0.314 -0.852 -1.552  C20 1.125
73 H 1.808 -2.517 -3.129  C21 1.118
74 H 1.050 -2.827 -1.546  C21 1.122
75 H 2.369 -0.393 -0.967  C22 1.117
76 H 3.406 -1.088 -2.259  C22 1.122
77 H 3.521 -1.629 0.487  C23 1.122
78 H 2.443 -2.995 0.047  C23 1.113
79 H 4.255 -3.736 -1.658  C24 1.112
80 H 5.202 -2.193 -1.246  C24 1.121
81 H 5.683 -1.910 1.466  O28 0.980
82 H 1.279 0.812 -2.237  N29 1.019
83 H 2.050 -0.392 -4.246  C30 1.132
84 H 0.513 -0.204 -6.268  C47 1.124
85 H -0.575 2.094 -5.011  C48 1.127
86 H -1.887 1.002 -4.694  C48 1.122
87 H -0.622 0.999 -8.287  O50 0.975
88 H -3.602 0.591 -5.708  C51 1.107
89 C 2.722 5.678 4.489  C90 1.544, H100 1.087, H101 1.092, H102 1.093
90 C 2.038 7.045 4.275  C89 1.544, C91 1.537, N95 1.492, C99 1.541
91 C 3.087 8.169 4.269  C90 1.537, C92 1.524, H103 1.096, H104 1.094
92 C 3.605 8.531 5.656  C91 1.524, C93 1.525, H105 1.094, H106 1.093
93 C 2.442 8.841 6.594  C92 1.525, C94 1.537, H107 1.094, H108 1.096
94 C 1.407 7.707 6.659  C93 1.537, N95 1.495, C97 1.547, C98 1.540
95 N 0.975 7.244 5.304  C90 1.492, C94 1.495, O96 1.323
96 O 0.123 8.138 4.828  N95 1.323
97 C 1.996 6.530 7.471  C94 1.547, H109 1.092, H110 1.092, H111 1.088
98 C 0.217 8.179 7.515  C94 1.540, H112 1.091, H113 1.091, H114 1.093
99 C 1.468 6.927 2.848  C90 1.541, H115 1.093, H116 1.090, H117 1.092
100 H 3.254 5.585 5.433  C89 1.087
101 H 1.994 4.865 4.432  C89 1.092
102 H 3.472 5.500 3.714  C89 1.093
103 H 2.656 9.070 3.819  C91 1.096
104 H 3.931 7.889 3.633  C91 1.094
105 H 4.223 7.722 6.056  C92 1.094
106 H 4.256 9.406 5.585  C92 1.093
107 H 2.832 9.047 7.595  C93 1.094
108 H 1.960 9.766 6.261  C93 1.096
109 H 1.402 5.623 7.340  C97 1.092
110 H 2.000 6.758 8.539  C97 1.092
111 H 3.032 6.305 7.227  C97 1.088
112 H -0.243 9.090 7.129  C98 1.091
113 H 0.542 8.407 8.531  C98 1.091
114 H -0.552 7.405 7.579  C98 1.093
115 H 0.685 6.167 2.796  C99 1.093
116 H 2.251 6.645 2.145  C99 1.090
117 H 1.056 7.871 2.485  C99 1.092
118 C -2.041 -3.682 5.901  C119 1.544, H129 1.087, H130 1.092, H131 1.093
119 C -2.724 -4.049 4.567  C118 1.544, C120 1.537, N124 1.494, C128 1.542
120 C -3.925 -4.975 4.821  C119 1.537, C121 1.524, H132 1.096, H133 1.093
121 C -3.534 -6.414 5.134  C120 1.524, C122 1.525, H134 1.094, H135 1.093
122 C -2.612 -6.963 4.051  C121 1.525, C123 1.537, H136 1.094, H137 1.096
123 C -1.374 -6.083 3.816  C122 1.537, N124 1.496, C126 1.546, C127 1.540
124 N -1.720 -4.639 3.631  C119 1.494, C123 1.496, O125 1.323
125 O -2.189 -4.494 2.403  N124 1.323
126 C -0.397 -6.258 5.001  C123 1.546, H138 1.092, H139 1.092, H140 1.088
127 C -0.593 -6.649 2.615  C123 1.540, H141 1.092, H142 1.091, H143 1.093
128 C -3.272 -2.695 4.073  C119 1.542, H144 1.092, H145 1.092, H146 1.092
129 H -1.643 -4.531 6.450  C118 1.087
130 H -1.225 -2.974 5.740  C118 1.092
131 H -2.755 -3.207 6.578  C118 1.093
132 H -4.576 -4.981 3.940  C120 1.096
133 H -4.532 -4.582 5.641  C120 1.093
134 H -3.060 -6.475 6.118  C121 1.094
135 H -4.434 -7.031 5.190  C121 1.093
136 H -2.302 -7.976 4.321  C122 1.094
137 H -3.183 -7.059 3.120  C122 1.096
138 H 0.372 -5.482 4.997  C126 1.092
139 H 0.119 -7.219 4.942  C126 1.092
140 H -0.884 -6.259 5.973  C126 1.088
141 H -1.197 -6.703 1.708  C127 1.092
142 H -0.258 -7.667 2.820  C127 1.091
143 H 0.294 -6.045 2.404  C127 1.093
144 H -2.461 -2.003 3.837  C128 1.092
145 H -3.891 -2.232 4.844  C128 1.092
146 H -3.905 -2.799 3.190  C128 1.092

## Properties
Gap between HOMO and LUMO (alpha / beta) ... 0.2625 / 0.2882 hartree
LUMO energy (alpha / beta) ... -2.73 / -2.73 eV
Highest occupied orbital energy (alpha / beta) ... -9.8739 / -10.5738 eV
Multiplicity ... 3
Total charge ... +1

| no. | total energy (eV) |
| --- | --- |
| 1 | -121507.85033 |
| 2 | -128547.04979 |